1.
C5H9ClOS | the ωB97M-V functional and the def2-TZVPD basis

Structure (XYZ):
```
17
Properties=species:S:1:pos:R:3:forces:R:3
C 2.4568 -1.7772 1.6040 0.052 1.644 2.345
C 0.4080 -1.9367 0.0370 0.092 1.095 0.386
C -0.5196 0.8975 -0.7751 -0.144 -1.261 -1.085
C -1.9367 0.8289 -1.3801 -0.749 -0.639 1.576
C -2.9336 0.1861 -0.6858 0.175 1.786 -3.342
H 2.9918 -2.0479 0.7103 0.473 -0.673 0.263
H 3.0435 -1.0771 2.2725 -0.057 -0.991 -0.932
H 2.0490 -2.5307 2.3174 0.499 0.089 -1.089
H 0.9271 -2.8861 0.0937 0.332 -0.620 0.076
H 0.2958 0.4641 -1.3750 -0.657 0.421 -0.696
H -0.3567 0.2728 0.0848 -1.431 0.469 0.347
H -2.0798 1.3488 -2.3447 -0.081 -0.314 0.717
H -2.6900 -0.3454 0.1703 0.435 -0.747 1.637
H -4.0119 0.0971 -1.0173 1.544 0.308 0.145
O -0.5377 -1.7392 -0.6486 -0.794 -0.741 -0.678
S 1.1506 -0.6677 1.0555 0.287 -1.073 0.173
Cl 0.0514 2.4771 -0.3183 0.024 1.249 0.157
```
Forces are in eV/Å.

Output
- lowest unoccupied orbital energy (eV) = 0.56
- Kohn-Sham gap (Ha) = 0.3718
- SMILES = C=CCCl.CSC=O

Mulliken atomic charge list, values in e, 4 entries: -1.035, -0.063, -0.004, -0.148

***

2.
C6H9N2 | the ωB97M-V functional and the def2-TZVPD basis

Structure (XYZ):
```
17
Properties=species:S:1:pos:R:3:forces:R:3
C -0.2960 1.8215 0.7990 0.164 -1.669 0.270
C 0.6810 2.4696 -0.1179 -2.897 1.596 0.441
C -0.7849 0.5551 0.7828 1.030 3.445 0.661
C 1.4084 1.9552 -1.0133 1.634 -3.655 -1.292
C -0.6709 -0.4639 -0.2613 3.262 -2.958 2.584
C 0.8105 -0.5597 -0.6735 0.392 0.730 -0.172
N 1.3988 -1.7386 -0.6071 -3.305 3.549 0.298
N -1.0651 -1.7883 0.2413 -1.424 -0.824 0.714
H -0.6045 2.4492 1.6152 0.028 0.206 0.150
H 0.3912 3.5615 -0.1671 1.226 -0.740 -0.068
H -1.3962 0.3591 1.6349 -0.562 -0.474 0.289
H 2.1693 1.5675 -1.7243 -0.897 1.138 0.702
H -1.2232 -0.0788 -1.0355 -1.521 0.141 -2.431
H 2.3405 -1.7950 -0.7853 2.519 -0.547 -0.452
H 0.8326 -2.4876 -0.2704 -0.229 -1.185 -0.127
H -0.5092 -2.1519 1.0745 -1.257 1.225 -1.247
H -2.0994 -1.8568 0.4574 1.838 0.020 -0.322
```
Forces are in eV/Å.

Output
- lowest unoccupied orbital energy (alpha / beta) (eV) = -5.34 / -5.34
- Kohn-Sham gap (alpha / beta) (Ha) = 0.3067 / 0.3067
- charge = +1

Mulliken atomic charge list, values in e, 4 entries: -0.456, -0.151, -0.275, -0.155

***

3.
C24H26BClMoN6O6S2 | the ωB97M-V functional and the def2-TZVPD basis

Structure (XYZ):
```
67
Properties=species:S:1:pos:R:3:forces:R:3
Mo -1.8750 0.1211 0.4229 -2.318 -0.234 1.023
O -1.3632 -1.1433 -0.8831 0.558 -0.158 -1.216
C -1.9842 -2.0985 -1.5583 0.099 0.258 0.657
C -1.5187 -2.4805 -2.8131 -0.082 0.002 -0.235
C -2.2155 -3.4369 -3.5182 -0.014 -0.027 0.044
C -3.3471 -4.0643 -2.9775 0.019 0.017 0.026
C -3.7509 -3.7446 -1.7031 -0.039 -0.042 -0.047
C -3.0721 -2.7583 -0.9735 -0.183 -0.020 0.232
C -3.4138 -2.5194 0.4092 0.117 -0.258 -0.287
N -2.9113 -1.6175 1.1693 0.045 -0.006 0.237
C -3.2554 -1.6110 2.5894 0.104 0.104 -0.040
C -3.5715 -0.1796 2.9783 0.103 -0.030 -0.168
N -2.5233 0.6841 2.4220 -0.178 -0.001 0.237
C -2.1955 1.7267 3.0881 0.277 0.315 0.031
C -1.2441 2.7469 2.6926 -0.236 -0.240 0.197
C -0.9343 3.7920 3.5717 0.021 0.049 0.095
C -0.0276 4.7622 3.2106 0.018 -0.018 -0.011
C 0.5831 4.6981 1.9495 -0.008 -0.041 0.058
C 0.2876 3.6882 1.0587 0.075 0.146 0.014
C -0.6332 2.7081 1.4339 -0.173 -0.581 -0.147
O -0.9166 1.7267 0.6062 0.663 1.003 -0.292
H -0.6475 -1.9823 -3.2165 -0.020 0.006 0.015
H -1.8823 -3.7093 -4.5114 0.007 -0.001 -0.001
H -3.8888 -4.8015 -3.5532 0.023 -0.023 -0.001
H -4.6003 -4.2445 -1.2515 0.012 -0.017 -0.004
H -4.1178 -3.2226 0.8580 -0.029 0.010 -0.032
H -2.3916 -1.9661 3.1553 0.037 -0.014 -0.039
H -4.1052 -2.2667 2.7861 0.002 -0.028 0.015
H -3.6299 -0.0736 4.0620 -0.014 0.023 0.021
H -4.5253 0.1137 2.5346 0.000 0.052 -0.026
H -2.6702 1.8772 4.0605 0.003 0.032 -0.024
H -1.4079 3.8168 4.5471 -0.003 0.025 -0.010
H 0.2167 5.5630 3.8945 0.005 0.005 -0.003
H 1.3165 5.4459 1.6751 -0.035 0.032 -0.015
H 0.7563 3.6061 0.0866 -0.005 -0.070 0.024
C 3.8363 0.7356 -4.6153 0.033 -0.045 0.035
N 3.6629 -0.2897 -3.6104 0.057 -0.093 -0.124
C 4.3368 -1.5032 -3.5434 -0.065 0.150 -0.028
C 3.8781 -2.1315 -2.4470 -0.169 0.065 0.090
N 2.9232 -1.3280 -1.8332 0.232 -0.151 0.137
B 2.1755 -1.7602 -0.5193 -0.063 -0.016 -0.099
N 2.4579 -0.6483 0.5530 0.157 -0.157 -0.082
C 3.6108 0.0953 0.6310 -0.055 -0.056 -0.034
C 3.5197 0.9109 1.7021 -0.060 -0.005 0.070
N 2.2963 0.6527 2.2837 0.003 0.115 0.073
C 1.8241 1.2629 3.5093 0.000 0.055 -0.067
C 1.6572 -0.2976 1.5565 -0.002 -0.046 0.073
S 0.1470 -1.0096 1.9798 -0.281 -0.010 0.089
C 2.8157 -0.1993 -2.5517 -0.078 0.043 -0.047
S 1.8625 1.2319 -2.3313 -0.180 -0.033 0.432
H 4.1528 0.2698 -5.5464 0.011 0.004 0.006
H 4.5826 1.4681 -4.3036 -0.028 0.033 0.013
H 2.8871 1.2454 -4.7756 -0.012 -0.020 -0.029
H 5.0638 -1.7966 -4.2787 -0.005 0.031 -0.026
H 4.1312 -3.0920 -2.0378 -0.019 -0.002 0.024
H 0.9992 -1.8533 -0.7111 0.073 -0.017 0.038
H 2.6906 -2.8030 -0.1637 -0.021 0.091 -0.040
H 4.4025 -0.0103 -0.0887 -0.010 -0.006 -0.013
H 4.2055 1.6308 2.1105 -0.016 0.031 -0.010
H 1.5992 2.3184 3.3514 -0.008 -0.002 -0.018
H 2.5865 1.1684 4.2819 -0.001 -0.023 0.010
H 0.9210 0.7434 3.8180 0.009 -0.010 0.006
O -2.6270 0.4055 -3.1526 -0.383 -0.181 0.103
Cl -1.8884 1.5620 -2.6432 -0.553 -0.591 0.303
O -0.8953 2.0209 -3.5796 1.033 0.883 -0.757
O -3.3268 0.7338 -0.2751 1.310 -0.338 0.207
O 0.9717 1.1102 -1.0723 0.238 0.029 -0.664
```
Forces are in eV/Å.

Output
- lowest unoccupied orbital energy (alpha / beta) (eV) = -0.57 / -0.86
- Kohn-Sham gap (alpha / beta) (Ha) = 0.1998 / 0.1882
- expectation value of S² = 2.01
- 2S+1 = 3

Mulliken atomic charge list, values in e, 4 entries: 1.086, -0.186, 0.837, -0.515

***

What did we get for relative energy (zero: lowest compared OMol25 entry of this formula, charge and spin)? Answer: 140.3, 649.3, 140.3 kJ/mol, in the order shown.